{
  "formula": "C25H35BrO21P",
  "method": "ωB97M-V with the def2-TZVPD basis set",
  "species": ["C", "C", "C", "P", "O", "C", "C", "C", "C", "O", "Br", "O", "H", "H", "H", "H", "H", "H", "H", "H", "H", "H", "H", "C", "C", "O", "C", "O", "O", "H", "H", "H", "H", "C", "C", "O", "C", "O", "O", "H", "H", "H", "H", "C", "C", "O", "C", "O", "O", "H", "H", "H", "H", "C", "C", "O", "C", "O", "O", "H", "H", "H", "H", "C", "C", "O", "C", "O", "O", "H", "H", "H", "H", "C", "C", "O", "C", "O", "O", "H", "H", "H", "H"],
  "xyz": [[3.55541, 0.56378, 0.39886], [2.28653, 1.20149, 0.25135], [0.80552, 1.96329, 0.40366], [-0.45211, 0.62589, 1.05163], [-1.35751, 0.48712, -0.44250], [-1.60090, -0.98464, -0.51075], [-1.16973, -1.77983, 0.88400], [-2.21494, -3.05092, 0.99828], [-2.00021, -4.08482, -0.29637], [-3.01424, -4.56102, -1.03315], [-0.14450, -4.74394, -0.82755], [-1.21333, -0.71112, 1.89651], [4.45021, -0.08245, 0.85384], [0.49407, 2.42004, -0.62817], [0.94552, 2.80668, 1.23384], [0.49867, -0.29230, 0.40968], [0.39074, 0.66910, 2.24925], [-1.39421, 1.64850, 1.48276], [-2.74286, -1.24065, -0.62484], [-1.14472, -1.43010, -1.49376], [-0.12263, -2.32923, 0.90806], [-3.31733, -2.63341, 1.06445], [-1.95742, -3.66074, 1.96325], [6.38606, 3.77227, -0.82623], [6.42407, 3.44949, -2.28478], [6.72789, 2.06767, -2.30448], [6.32979, 1.55660, -1.10282], [6.28622, 0.36608, -0.84116], [5.98608, 2.55110, -0.23317], [5.67270, 4.56784, -0.59425], [7.36972, 4.05039, -0.43363], [5.45634, 3.60590, -2.77298], [7.18782, 4.02226, -2.81795], [0.98606, -8.23683, -1.06260], [1.02407, -8.55960, -2.52115], [1.32789, -9.94142, -2.54084], [0.92979, -10.45250, -1.33919], [0.88622, -11.64301, -1.07752], [0.58608, -9.45799, -0.46953], [0.27270, -7.44125, -0.83061], [1.96972, -7.95870, -0.66999], [0.05634, -8.40319, -3.00934], [1.78782, -7.98683, -3.05432], [-3.57843, 2.63513, -3.45238], [-2.37990, 1.98102, -2.84519], [-1.29646, 2.64425, -3.46841], [-1.76053, 3.85922, -3.88332], [-1.05384, 4.75773, -4.30871], [-3.11769, 3.93766, -3.75913], [-4.42516, 2.67610, -2.76172], [-3.89771, 2.14590, -4.37855], [-2.31850, 2.14223, -1.76374], [-2.34509, 0.90690, -3.04696], [-4.54442, 5.78653, -0.17959], [-5.85515, 5.59135, 0.51097], [-6.35913, 4.40674, -0.07624], [-5.28522, 3.71309, -0.55499], [-5.33532, 2.56810, -0.97232], [-4.14849, 4.46728, -0.50481], [-3.80208, 6.26652, 0.46398], [-4.64096, 6.36474, -1.10449], [-5.74041, 5.43107, 1.58821], [-6.54042, 6.42753, 0.34706], [0.09848, -6.34169, 3.34618], [1.29700, -6.99580, 3.95337], [2.38044, -6.33257, 3.33015], [1.91638, -5.11760, 2.91525], [2.62306, -4.21909, 2.48985], [0.55922, -5.03916, 3.03943], [-0.74825, -6.30072, 4.03684], [-0.22080, -6.83092, 2.42001], [1.35841, -6.83459, 5.03482], [1.33182, -8.06992, 3.75160], [0.22861, 7.12200, 2.44272], [1.25038, 6.51901, 1.53422], [1.07355, 5.12794, 1.72336], [-0.20331, 4.94745, 2.17137], [-0.74915, 3.86182, 2.27698], [-0.78949, 6.13983, 2.48458], [-0.16182, 8.06897, 2.06002], [0.61088, 7.27830, 3.45688], [1.06742, 6.75894, 0.48148], [2.26870, 6.81969, 1.79549]],
  "forces_ev_per_angstrom": [[-8.75, 3.90, 0.15], [7.82, -3.75, 1.95], [2.21, 1.11, -0.64], [3.37, 1.08, 0.82], [-1.02, -3.66, 0.57], [-0.59, -0.39, -0.91], [0.24, 0.00, -0.61], [0.46, 0.35, 0.38], [-6.61, -1.63, -2.93], [6.88, 3.18, 4.92], [-1.40, 0.81, 0.70], [-1.38, -2.95, -2.38], [-2.60, 1.85, -1.58], [0.80, -0.68, 1.77], [-0.11, -1.96, -2.17], [-0.55, -0.11, 0.55], [-0.36, 0.32, -0.11], [0.27, -0.64, -0.07], [1.79, 0.99, 0.27], [-0.34, 0.69, 1.86], [-1.87, 1.47, -0.35], [2.14, -1.32, -0.54], [-0.44, 0.98, -1.83], [-0.06, 0.79, 0.56], [-0.08, 0.63, -0.89], [-0.07, -0.39, 0.60], [-0.38, -2.71, 0.88], [0.45, 2.82, -0.71], [0.35, -0.68, -0.60], [0.03, -0.26, 0.10], [-0.02, -0.01, -0.04], [0.07, -0.02, 0.09], [-0.05, -0.25, 0.00], [0.03, 1.15, 0.47], [-0.04, 0.84, -0.86], [-0.14, -0.68, 0.85], [-0.10, -2.31, 0.54], [0.10, 2.56, -0.56], [0.12, -1.05, -0.52], [0.11, -0.30, 0.06], [-0.05, -0.03, -0.04], [0.08, 0.00, 0.07], [-0.09, -0.25, 0.03], [-1.13, -0.61, -0.01], [-0.36, -0.90, 0.97], [-0.06, 1.44, -0.83], [1.35, 1.01, -0.49], [-1.38, -1.56, 0.76], [1.11, 0.52, -0.24], [0.37, 0.06, -0.33], [0.07, 0.05, -0.06], [0.00, -0.18, -0.20], [0.21, 0.24, 0.10], [0.68, 0.89, -0.08], [-0.52, 0.68, 0.70], [0.51, -0.58, -0.45], [0.15, -2.23, -0.67], [-0.14, 2.56, 1.10], [-0.84, -0.78, -0.07], [0.01, -0.25, -0.15], [0.00, -0.07, 0.05], [0.02, -0.01, -0.10], [-0.02, -0.26, -0.03], [-1.03, -0.26, -0.06], [0.10, -0.91, 0.60], [-0.15, 0.58, -0.33], [1.65, 2.44, -1.13], [-1.71, -2.31, 1.06], [0.82, 0.04, 0.00], [0.11, 0.17, -0.16], [0.03, 0.02, 0.05], [-0.02, 0.01, -0.08], [0.16, 0.19, -0.02], [-0.13, 0.96, 0.39], [0.82, 0.33, -0.56], [-0.73, 0.03, 0.44], [-1.23, -3.11, 0.16], [1.21, 3.15, -0.01], [0.09, -0.41, -0.21], [-0.10, -0.20, 0.09], [0.00, -0.02, -0.07], [-0.01, -0.02, 0.07], [-0.11, -0.23, -0.05]],
  "lowdin_charge": [-0.01, -0.14, -0.35, 0.48, -0.39, -0.21, -0.39, -0.11, -0.56, -0.12, 0.65, -0.36, 0.05, 0.07, 0.05, 0.02, 0.01, 0.02, 0.11, 0.12, 0.12, 0.14, 0.12, -0.15, -0.15, 0.06, -0.53, 0.10, 0.05, 0.13, 0.13, 0.14, 0.13, -0.17, -0.14, 0.06, -0.52, 0.12, 0.06, 0.05, 0.14, 0.14, 0.14, -0.14, -0.14, 0.07, -0.52, 0.10, 0.05, 0.10, 0.13, 0.12, 0.14, -0.13, -0.14, 0.06, -0.50, 0.13, 0.07, 0.14, 0.14, 0.14, 0.13, -0.15, -0.15, 0.06, -0.52, 0.14, 0.04, 0.14, 0.13, 0.13, 0.14, -0.15, -0.14, 0.05, -0.51, 0.12, 0.05, 0.13, 0.13, 0.14, 0.13],
  "homo_energy_ev": -4.31,
  "total_energy_ha": -5468.7792,
  "total_charge": -1,
  "orbital_gap_ev": 6.27
}